Record 1
90
Properties=species:S:1:pos:R:3 method="wB97M-V/def2-TZVPD" multiplicity=1 e_tot_ha=-5748.216120 e_above_lowest_ev=0.000
Mo -0.761 -0.021 1.065
N 2.439 1.194 -0.124
P 3.135 -0.332 0.304
C 4.799 0.013 -0.394
C 5.635 1.023 0.085
C 6.861 1.271 -0.512
C 7.275 0.499 -1.592
C 6.460 -0.515 -2.068
C 5.229 -0.756 -1.470
C 3.475 -0.131 2.093
C 3.396 1.080 2.774
C 3.635 1.140 4.140
C 3.956 -0.015 4.839
C 4.026 -1.230 4.171
C 3.777 -1.288 2.808
P 0.821 1.631 0.076
C 0.978 3.244 0.925
C 0.326 3.532 2.115
C 0.501 4.767 2.730
C 1.329 5.720 2.161
C 1.975 5.446 0.960
C 1.792 4.221 0.343
C 0.338 2.240 -1.584
C 1.035 1.843 -2.719
C 0.635 2.282 -3.976
C -0.463 3.120 -4.103
C -1.149 3.538 -2.968
C -0.743 3.110 -1.716
H 3.079 1.979 -0.156
H 5.337 1.609 0.949
H 7.499 2.057 -0.128
H 8.236 0.686 -2.053
H 6.783 -1.125 -2.902
H 4.594 -1.554 -1.840
H 3.115 1.986 2.248
H 3.560 2.088 4.659
H 4.138 0.028 5.906
H 4.258 -2.136 4.716
H 3.796 -2.245 2.297
H -0.320 2.792 2.569
H -0.014 4.977 3.659
H 1.467 6.679 2.644
H 2.612 6.191 0.500
H 2.271 4.039 -0.614
H 1.905 1.206 -2.614
H 1.194 1.981 -4.855
H -0.772 3.466 -5.082
H -1.999 4.202 -3.058
H -1.274 3.452 -0.836
Se -2.890 -1.476 1.493
C -2.471 -3.239 1.114
N -2.225 -4.332 0.830
C -1.748 -1.124 -4.024
N -1.237 -2.053 -2.982
C -2.359 -2.629 -2.171
C -0.196 -1.348 -2.128
C 0.323 -2.217 -1.029
C 0.982 -3.393 -1.394
C 1.528 -4.229 -0.444
C 1.394 -3.871 0.893
C 0.736 -2.712 1.252
C 0.189 -1.814 0.306
H -2.457 -1.655 -4.655
H -0.908 -0.760 -4.611
H -2.231 -0.295 -3.509
H -0.775 -2.838 -3.436
H -2.852 -1.806 -1.660
H -1.947 -3.328 -1.451
H -3.035 -3.134 -2.859
H -0.720 -0.470 -1.762
H 0.582 -1.027 -2.823
H 1.095 -3.657 -2.446
H 2.032 -5.143 -0.730
H 1.794 -4.516 1.667
H 0.641 -2.491 2.306
I -7.698 5.253 -1.564
C -6.125 3.934 -1.215
C -5.425 4.002 -0.019
C -4.373 3.126 0.205
C -4.022 2.193 -0.762
C -4.735 2.133 -1.954
C -5.791 3.000 -2.187
C -2.863 1.266 -0.558
O -2.249 1.371 0.557
O -2.520 0.482 -1.455
H -5.701 4.729 0.732
H -3.818 3.161 1.133
H -4.448 1.399 -2.695
H -6.347 2.950 -3.113
S 0.012 0.184 2.972



Record 2
92
Properties=species:S:1:pos:R:3 method="wB97M-V/def2-TZVPD" total_charge=-1 multiplicity=1 e_tot_ha=-5793.688802 e_above_lowest_ev=0.000
Ce 13.835 14.793 9.074
Cl 15.897 7.706 8.189
C 15.875 9.475 8.089
C 17.070 10.225 7.891
C 16.881 11.562 7.857
Cl 18.323 12.549 7.897
C 15.637 12.320 7.926
O 15.575 13.601 7.790
C 14.504 11.412 8.119
C 13.101 11.756 8.067
O 12.618 12.867 7.949
C 14.692 10.028 8.179
H 18.153 9.857 7.927
H 12.377 10.953 8.125
H 13.795 9.456 8.237
C 11.114 7.548 11.660
N 10.916 7.261 13.041
C 10.367 5.887 13.047
N 11.306 4.892 12.522
C 11.619 5.237 11.120
N 12.082 6.640 11.001
C 13.409 6.855 11.585
P 13.513 6.419 13.353
C 12.100 7.415 13.911
C 12.606 4.909 13.338
H 11.393 8.560 11.440
H 10.151 7.403 11.115
H 9.587 16.058 17.970
H 9.414 5.830 12.540
H 10.262 5.736 14.160
H 10.690 5.177 10.565
H 12.430 4.583 10.703
H 13.592 7.894 11.463
H 14.143 6.209 11.093
H 12.476 8.490 13.923
H 11.776 7.081 14.898
H 12.241 4.830 14.376
H 13.192 4.103 13.040
C 9.750 16.250 16.955
C 9.861 16.612 15.820
C 9.979 16.816 14.444
C 10.779 15.926 13.738
C 10.805 15.995 12.378
C 9.955 16.813 11.682
C 9.177 17.742 12.334
C 9.214 17.716 13.726
H 11.446 15.210 14.290
H 11.468 15.405 11.779
H 10.107 16.796 10.667
H 8.698 18.558 11.817
H 8.582 18.342 14.367
B 13.164 12.736 13.799
C 13.032 13.112 12.285
N 13.026 13.509 11.167
H 12.465 11.836 14.153
H 12.748 13.653 14.526
H 14.408 12.549 13.861
C 12.963 16.288 8.304
Ge 13.798 17.860 9.034
C 14.887 18.818 7.696
C 15.905 19.627 8.053
C 16.646 20.385 7.190
C 16.371 20.267 5.842
C 15.354 19.385 5.418
C 14.543 18.705 6.327
C 14.734 17.218 10.681
C 15.939 16.522 10.538
C 16.498 15.711 11.592
C 15.850 15.635 12.777
C 14.667 16.299 12.919
C 14.111 17.113 11.908
C 12.498 19.234 9.368
C 11.234 18.791 8.860
C 10.039 19.500 9.094
C 10.130 20.721 9.784
C 11.354 21.179 10.193
C 12.510 20.438 10.075
H 16.020 19.792 9.130
H 17.432 21.050 7.536
H 16.959 20.795 5.013
H 15.211 19.329 4.317
H 13.773 17.998 6.064
H 16.481 16.648 9.608
H 17.425 15.159 11.368
H 16.266 15.123 13.642
H 14.048 16.340 13.833
H 13.185 17.578 12.111
H 11.152 17.752 8.459
H 9.093 18.968 8.907
H 9.242 21.234 10.115
H 11.349 22.127 10.767
H 13.293 20.847 10.723